[1]
Formula: C2H3NO3
Source: the OMol25 dataset
Level of theory: ωB97M-V with the def2-TZVPD basis set

Output
LUMO, eV: 0.261
Kohn-Sham gap, eV: 10.581
ΔE to the lowest compared entry with this formula, charge and spin, kcal/mol: 116.1

Last column: natural (NBO) charge in e.
Atoms and positions in Å:
C (0.5908, -0.1096, -0.3966)  0.28
C (-1.2385, -1.0665, 0.3549)  0.65
H (1.9064, 2.4538, 0.3799)  0.48
H (0.6940, -1.0708, -0.7660)  0.22
H (-2.3465, -1.0801, 0.8852)  0.11
N (1.2854, 0.8498, -0.5192)  -0.16
O (0.8224, 2.0030, 0.0426)  -0.52
O (-0.6336, 0.0641, 0.3145)  -0.48
O (-1.0805, -2.0437, -0.2953)  -0.59

---

[2]
Formula: C2H3NO3
Source: the OMol25 dataset
Level of theory: ωB97M-V with the def2-TZVPD basis set

Output
LUMO, eV: 0.120
Kohn-Sham gap, eV: 10.759
SMILES: O=C(O)/C=N\O
ΔE to the lowest compared entry with this formula, charge and spin, kcal/mol: 71.1

Last column: natural (NBO) charge in e.
Atoms and positions in Å:
O (-0.3731, -0.1384, 2.2708)  -0.54
C (-0.4624, -0.2398, 1.0767)  0.69
O (-1.5705, -0.7482, 0.4763)  -0.64
C (0.8507, 0.0842, 0.3936)  -0.08
N (1.0137, 0.4732, -0.8268)  -0.10
O (-0.1458, 0.4312, -1.6072)  -0.59
H (-1.2771, -0.5412, -0.4747)  0.50
H (1.6982, -0.0945, 1.1351)  0.25
H (0.2663, 0.7736, -2.4438)  0.51

---

[3]
Formula: C2H3NO3
Source: the OMol25 dataset
Level of theory: ωB97M-V with the def2-TZVPD basis set

Output
LUMO, eV: -0.456
Kohn-Sham gap, eV: 9.672
SMILES: O=C(O)/C=N\O
ΔE to the lowest compared entry with this formula, charge and spin, kcal/mol: 105.3

Last column: natural (NBO) charge in e.
Atoms and positions in Å:
O (-2.4282, -0.4636, -0.2975)  -0.56
C (-1.3288, 0.1024, -0.0183)  0.70
O (-1.0666, 1.3542, -0.0722)  -0.63
C (-0.2013, -0.8142, 0.1357)  -0.13
N (1.1303, -0.7408, -0.2233)  -0.06
O (1.5838, 0.4761, -0.2451)  -0.57
H (-0.0081, 1.4813, 0.3476)  0.52
H (-0.2806, -1.8629, 0.3147)  0.22
H (2.5997, 0.4676, 0.0583)  0.50

---

[4]
Formula: C2H3NO3
Source: the OMol25 dataset
Level of theory: ωB97M-V with the def2-TZVPD basis set

Output
LUMO, eV: 0.494
Kohn-Sham gap, eV: 11.387
SMILES: O=CNC(=O)O
ΔE to the lowest compared entry with this formula, charge and spin, kcal/mol: 11.9

Last column: natural (NBO) charge in e.
Atoms and positions in Å:
O (-0.5086, 1.5560, -0.6461)  -0.60
C (-0.5519, 1.0548, 0.4618)  0.52
N (-0.0514, -0.2018, 0.7369)  -0.67
C (0.3837, -1.0067, -0.2897)  0.88
O (0.2689, -2.2075, -0.1844)  -0.58
O (1.0721, -0.5387, -1.3277)  -0.66
H (-1.2054, 1.6032, 1.1457)  0.15
H (-0.2746, -0.6453, 1.6055)  0.43
H (0.8672, 0.3859, -1.5019)  0.51

---

[5]
Formula: C2H3NO3
Source: the OMol25 dataset
Level of theory: ωB97M-V with the def2-TZVPD basis set

Output
LUMO (spin up / spin down), eV: 0.253 / -3.145
Spin multiplicity: 3
Kohn-Sham gap (spin up / spin down), eV: 6.841 / 7.503
ΔE to the lowest compared entry with this formula, charge and spin, kcal/mol: 122.6
<S²>: 2.008

Last column: natural (NBO) charge in e.
Atoms and positions in Å:
C (-1.0273, 0.6837, -0.3655)  -0.35
C (-0.1544, -0.2516, 0.1146)  0.35
N (1.3188, 0.1895, 0.0914)  0.46
O (1.4963, 1.3229, 0.4405)  -0.42
O (2.1410, -0.5932, -0.3265)  -0.40
O (-0.1469, -1.5618, 0.5537)  -0.58
H (-2.1161, 0.4605, -0.1767)  0.20
H (-0.5884, 1.7515, -0.5841)  0.26
H (-0.9229, -2.0014, 0.2526)  0.49

---

[6]
Formula: C2H3NO3P
Source: the OMol25 dataset
Level of theory: ωB97M-V with the def2-TZVPD basis set

Output
LUMO, eV: 4.178
Net charge: -1
Kohn-Sham gap, eV: 8.904
SMILES: O=C/N=C(\[O-])OP
ΔE to the lowest compared entry with this formula, charge and spin, kcal/mol: 55.9

Last column: natural (NBO) charge in e.
Atoms and positions in Å:
O (-2.3486, -1.4619, -0.5244)  -0.68
C (-1.5453, -1.2899, 0.3459)  0.53
N (-0.6445, -0.3722, 0.4812)  -0.77
C (-0.5642, 0.8541, -0.0192)  0.89
O (-1.3708, 1.7019, -0.1856)  -0.64
O (0.8221, 1.3050, -0.2510)  -0.85
P (2.0219, 0.2364, 0.0981)  0.67
H (-1.5630, -2.1564, 1.0832)  0.05
H (2.2980, -0.1401, -1.2484)  -0.10
H (2.8944, 1.3231, 0.2201)  -0.10